DFT (the ωB97M-V functional and the def2-TZVPD basis) results for a structure of composition C40H98O26P6S.

Results
HOMO energy: -9.20 eV
relative energy (zero: lowest compared OMol25 entry of this formula, charge and spin): 2.7714 eV
HOMO-LUMO gap: 9.65 eV
E_LUMO: 0.016 hartree
net charge: 0

```
171
Properties=species:S:1:pos:R:3:mulliken_charge:R:1
C -0.51239 0.52845 -0.68192 0.578
C -0.75124 -0.93090 -1.07435 -0.485
C -0.16534 -1.79659 0.01308 0.336
S 1.50162 -1.10422 0.27332 1.009
O 2.43817 -1.64749 -0.68537 -0.750
O 1.83027 -1.03284 1.68854 -0.164
C 0.96801 0.56232 -0.30178 0.213
H -1.17437 0.91715 0.08951 0.029
H -0.66556 1.16453 -1.55453 -1.574
H -0.42289 -1.21245 -2.07956 0.683
H -1.81359 -1.19166 -1.16383 -0.814
H -0.13675 -2.85514 -0.22098 -0.371
H -0.70857 -1.58613 0.93629 0.185
H 1.70454 0.86967 -1.05057 0.132
H 1.21179 1.23676 0.52468 -0.425
C 6.04910 -1.44503 -2.61548 -1.467
C 5.46329 -0.63607 -1.46444 0.710
O 5.99296 0.69193 -1.60276 -0.452
P 5.06221 1.96980 -1.38560 0.535
O 3.74410 1.91342 -2.03360 -0.255
O 6.03216 3.09951 -1.97178 -0.385
C 5.50161 4.33921 -2.37337 -0.122
C 5.06276 5.24057 -1.23201 -0.358
O 5.14376 2.17749 0.18049 -0.231
C 4.03340 2.52713 1.01254 1.132
C 3.99211 1.56965 2.19889 -1.062
H 5.96652 -0.90368 -3.55455 0.346
H 7.10002 -1.60440 -2.36622 0.355
H 5.62110 -2.43975 -2.74302 0.347
H 4.37427 -0.61370 -1.42583 -0.320
H 5.78578 -1.05328 -0.50642 0.268
H 6.23088 4.79916 -3.04094 0.408
H 4.61998 4.29657 -3.02532 0.149
H 4.08372 4.89951 -0.86603 -0.431
H 5.61441 5.15497 -0.28931 0.335
H 4.96816 6.28811 -1.50752 0.406
H 4.01989 3.55093 1.38684 0.415
H 3.12217 2.39738 0.42620 -0.870
H 4.64515 1.90478 3.00545 0.500
H 2.99730 1.37971 2.59869 -0.101
H 4.37170 0.59851 1.87472 0.211
C 0.45774 0.50869 6.35155 -1.345
C 0.40445 0.85665 4.87931 0.511
O -0.11521 2.19714 4.76382 -0.359
P -0.90844 2.54685 3.42354 0.849
O -1.68717 1.45720 2.80987 -0.473
O 0.26042 3.12628 2.50379 -0.128
C 0.09285 4.12004 1.49819 0.261
C -1.23617 4.11727 0.75228 -1.283
O -1.80677 3.82557 3.77622 -0.391
C -2.99017 3.62412 4.58745 -0.359
C -2.67721 3.80883 6.06054 -0.915
H -0.47259 0.79843 6.84870 0.328
H 0.62624 -0.54859 6.53310 0.335
H 1.18570 1.16908 6.82819 0.348
H 1.40799 0.84030 4.44343 -0.172
H -0.14658 0.11986 4.29147 0.169
H 0.27171 5.09328 1.95942 0.338
H 0.88156 4.03818 0.74675 -0.369
H -1.27331 4.92718 0.02645 0.586
H -1.39650 3.17953 0.21703 0.148
H -2.06827 4.19720 1.45006 0.485
H -3.65988 4.41269 4.24451 0.317
H -3.42215 2.64800 4.36427 0.310
H -2.48640 4.83388 6.36418 0.281
H -3.55020 3.50924 6.65993 0.401
H -1.95386 3.08442 6.43437 0.113
C 1.94063 -8.72572 5.56906 -1.396
C 2.16064 -7.54385 4.64014 0.447
O 3.56272 -7.38028 4.40846 -0.376
P 4.11525 -6.01595 3.79747 0.551
O 5.50563 -6.08043 3.34196 -0.817
O 3.04803 -5.57174 2.68963 0.474
C 2.91262 -6.13315 1.36496 -0.368
C 2.83726 -4.93489 0.43962 -0.774
O 3.82451 -4.99310 4.99409 -0.313
C 4.14528 -3.59280 4.88635 -0.612
C 4.27355 -2.96570 3.51183 -0.506
H 2.67608 -9.51849 5.50923 0.352
H 1.87894 -8.32227 6.58404 0.319
H 0.92565 -9.11257 5.44237 0.363
H 1.58972 -7.63022 3.70762 0.032
H 1.74904 -6.63401 5.09336 0.121
H 3.76167 -6.78688 1.17080 0.481
H 1.94240 -6.63547 1.35971 0.071
H 2.08426 -4.24342 0.80451 -0.261
H 3.82350 -4.53617 0.21094 0.405
H 2.48234 -5.23256 -0.55740 0.506
H 3.32556 -3.11366 5.42714 0.325
H 5.07948 -3.38294 5.41342 0.375
H 3.35019 -3.05004 2.93473 -0.075
H 4.42705 -1.89350 3.63346 0.317
H 5.07739 -3.42303 2.93478 0.438
C -0.71594 0.57440 -3.80791 -1.322
C -1.04819 1.91473 -3.14765 1.977
O -0.76568 2.97866 -4.05618 -0.149
P -0.43096 4.41957 -3.49337 0.544
O -1.45246 5.00702 -2.61323 -0.936
O 1.01085 4.22126 -2.87779 0.210
C 1.43965 4.95409 -1.72810 -1.554
C 1.34481 4.07100 -0.48095 2.245
O -0.21511 5.28026 -4.81758 -0.393
C 0.44898 4.76298 -5.98148 -0.248
C -0.47555 4.69538 -7.17891 -1.067
H -1.53257 -0.14807 -3.77741 -0.173
H -0.57732 0.82347 -4.86751 0.663
H 0.20906 0.06728 -3.53798 0.244
H -2.09465 1.95870 -2.84856 -0.317
H -0.39363 1.95880 -2.27041 0.275
H 2.46466 5.26495 -1.90286 0.087
H 0.76708 5.79685 -1.56513 0.424
H 1.51845 4.63575 0.43618 0.640
H 0.27605 3.82639 -0.40125 -0.813
H 1.89914 3.13626 -0.52863 -0.782
H 1.22465 5.50024 -6.19241 0.423
H 0.91440 3.80380 -5.76059 0.233
H -0.66911 5.69029 -7.57911 0.344
H -0.00888 4.10206 -7.96434 0.359
H -1.43710 4.25956 -6.90331 0.143
C -4.37842 5.33832 -5.19662 -1.615
C -4.04530 3.98138 -4.61927 0.757
O -5.24490 3.25279 -4.34472 -0.389
P -5.29939 2.27205 -3.10597 1.078
O -4.91598 2.77191 -1.78871 -0.765
O -4.48583 0.99173 -3.67685 -0.353
C -4.27182 -0.07533 -2.73232 0.758
C -4.28506 -1.36094 -3.55751 -1.414
O -6.81949 1.77638 -3.15117 -0.242
C -7.45028 1.25840 -4.32144 0.032
C -8.83332 0.81248 -3.90827 -1.350
H -4.78229 5.33628 -6.20581 0.344
H -5.00940 5.94691 -4.53637 0.420
H -3.51125 6.01120 -5.16225 0.373
H -3.54958 3.44502 -5.43821 0.093
H -3.37082 4.10234 -3.77175 -0.086
H -3.28056 0.05937 -2.28944 -0.810
H -4.98751 -0.05632 -1.91097 0.908
H -3.35043 -1.41669 -4.11484 0.342
H -4.32952 -2.24850 -2.92426 0.257
H -5.13538 -1.34701 -4.23437 0.392
H -7.55854 2.08106 -5.03484 0.223
H -6.90207 0.47533 -4.85089 0.225
H -9.39320 0.43323 -4.76777 0.401
H -8.86654 0.04910 -3.13244 0.338
H -9.38947 1.68092 -3.55180 0.307
C -1.01525 -5.32115 -1.58436 -0.958
C -1.06231 -6.01598 -0.24430 -0.413
O -0.96263 -5.03110 0.79899 0.313
P -2.22011 -4.59058 1.67343 0.606
O -3.15079 -5.62105 2.12978 -0.861
O -2.88565 -3.49362 0.74096 -0.137
C -3.78172 -2.52917 1.37304 -0.272
C -4.58847 -1.90053 0.27816 -1.012
O -1.55304 -3.75478 2.86477 -0.203
C -0.70898 -4.44842 3.79786 -1.053
C 0.67694 -3.85204 3.68638 0.937
H -1.85642 -4.63710 -1.72796 0.174
H -0.13463 -4.68297 -1.68108 0.168
H -1.04929 -6.04403 -2.40096 0.477
H -1.96065 -6.62879 -0.14689 0.402
H -0.21840 -6.69718 -0.12838 0.273
H -4.40091 -3.08690 2.08097 0.503
H -3.19566 -1.82644 1.96982 0.241
H -4.02415 -1.48932 -0.55568 -0.245
H -5.23776 -2.66479 -0.16493 0.369
H -5.30867 -1.13492 0.57519 0.519
H -1.10240 -4.25583 4.79506 0.419
H -0.65403 -5.51441 3.56945 0.431
H 1.41723 -4.27153 4.36327 0.128
H 0.97646 -3.90668 2.64273 -0.756
H 0.60759 -2.79013 3.94714 -0.045
```